# 1
DFT (the ωB97M-V functional and the def2-TZVPD basis) results for the molecule C7H9N3O3S.

The geometry in XYZ format:
```
23
Properties=species:S:1:pos:R:3:forces:R:3
C -3.1767 -0.3463 -0.6668 -0.10 0.07 -0.11
C -3.0825 1.0315 -0.7252 -0.06 -0.05 0.00
C -2.1414 -1.1154 -0.1554 0.21 0.01 0.05
C -1.9322 1.6778 -0.2831 0.32 0.13 0.10
C -0.9872 -0.4904 0.2867 -0.49 0.43 -0.14
C -0.9082 0.9081 0.2046 -0.42 -0.64 -0.09
C 1.1990 0.4128 0.8704 -1.94 -3.89 -0.43
N 0.1034 -1.0500 0.9133 2.27 2.92 0.49
N 2.0686 0.4654 1.9284 0.19 0.33 0.11
N 2.4993 -1.5674 -0.5718 -0.30 0.78 0.25
O 1.2836 0.2329 -1.8250 -0.21 -0.07 0.26
O 3.3682 0.8239 -0.6133 -0.16 0.01 0.30
O 0.2947 1.4049 0.7042 -0.17 0.46 0.16
S 2.1340 0.0836 -0.6867 1.09 -0.65 -0.70
H -4.0680 -0.8341 -1.0306 -0.10 -0.05 -0.02
H -3.9003 1.6131 -1.1201 -0.06 0.07 -0.04
H -2.2190 -2.1903 -0.1048 -0.04 -0.12 0.03
H -1.8387 2.7504 -0.3365 0.05 0.13 0.00
H 0.5950 -1.7993 0.4495 -0.10 -0.09 -0.16
H 1.7758 1.0739 2.6812 -0.03 -0.12 -0.03
H 3.0256 0.6143 1.6390 0.03 0.24 0.14
H 2.5444 -1.9882 -1.4884 -0.15 0.07 -0.24
H 3.3628 -1.7113 -0.0696 0.17 0.04 0.06
```
Forces are in eV/Å.

Results
SMILES string = N[C@@]1(S(N)(=O)=O)Nc2ccccc2O1

Löwdin atomic charge list, values in e, 6 entries: C -0.098; C -0.096; C -0.022; C -0.003; C -0.281; C -0.202

***

# 2
DFT (the ωB97M-V functional and the def2-TZVPD basis) results for a cluster of 2 separate species, C7H9N5O2 in total.

The geometry in XYZ format:
```
23
Properties=species:S:1:pos:R:3:forces:R:3
C 1.5723 -1.7303 1.3938 -0.75 1.14 0.71
C 1.4867 -0.3418 1.7872 0.86 -2.09 -1.34
C 1.1483 -2.0336 0.0703 2.23 -1.31 1.22
C 1.2826 0.6591 0.8709 -0.32 -3.22 -1.79
C 0.9321 -1.0445 -0.8841 0.96 -0.42 1.90
C 1.0309 0.3054 -0.4615 0.35 -1.73 -0.83
C -1.7795 1.4613 0.2919 0.51 -0.58 2.97
N -1.5678 -0.9073 -0.4049 -2.19 -3.07 0.22
N 0.8158 1.2217 -1.4499 -0.49 1.03 -0.12
N -1.5024 0.2744 -0.3719 -0.24 2.23 -1.58
N -2.3968 2.4512 -0.3503 -0.81 0.69 -1.56
N -1.6991 -2.0514 -0.2337 0.44 2.12 0.85
O -1.3965 1.6116 1.4351 -0.11 -0.24 0.33
O -1.9827 -3.1486 -0.6892 -0.11 -0.31 -0.44
H 1.9346 -2.4922 2.1711 -0.87 1.08 -1.52
H 1.7528 -0.0094 2.7478 0.19 -0.05 1.35
H 1.2621 -3.1107 -0.2292 -0.54 1.18 0.11
H 1.2847 1.6332 1.1489 -0.01 2.83 0.78
H 0.7419 -1.4357 -1.8781 -0.09 0.79 -0.22
H 1.2785 2.0790 -1.3524 0.62 1.34 0.27
H 0.8995 0.8931 -2.3765 0.05 -0.50 -0.85
H -2.6099 3.3458 0.1090 0.55 -1.09 -0.26
H -2.4880 2.3699 -1.3442 -0.25 0.20 -0.20
```
Forces are in eV/Å.

Results
SMILES string = NC(=O)/N=N\N=O.Nc1ccccc1

Löwdin atomic charge list, values in e, 6 entries: C -0.077; C -0.074; C -0.134; C -0.060; C -0.091; C -0.352

***

Across the entries above, HOMO energy takes the values -7.90, -7.79 eV, respectively.